ORCA calculation (ωB97M-V with the def2-TZVPD basis set) on C20H13BrN5O3Sn as an isolated structure.

Last column: natural (NBO) charge in e.
Atoms and positions in Å:
Sn  0.452  -1.398  -0.023  1.38
Br  -5.622  -4.609  -1.205  0.13
C  -4.344  -3.248  -1.424  -0.09
C  -3.811  -2.994  -2.681  -0.18
C  -2.888  -1.975  -2.848  -0.24
C  -2.478  -1.238  -1.756  0.37
O  -1.537  -0.232  -1.979  -0.56
C  -2.986  -1.500  -0.487  -0.20
C  -2.578  -0.736  0.690  0.27
N  -1.357  -0.465  0.953  -0.58
C  -1.030  0.360  2.065  0.06
C  -1.800  1.404  2.497  -0.17
C  -1.398  2.154  3.624  -0.18
C  -0.237  1.865  4.278  -0.12
C  0.601  0.821  3.817  -0.10
C  1.846  0.496  4.401  -0.06
C  2.610  -0.508  3.872  -0.26
C  2.155  -1.174  2.725  0.11
N  1.001  -0.895  2.152  -0.58
C  0.205  0.077  2.694  0.22
C  -3.951  -2.494  -0.334  -0.17
H  -4.131  -3.580  -3.532  0.25
H  -2.487  -1.744  -3.826  0.25
H  -3.359  -0.410  1.376  0.22
H  -2.699  1.676  1.958  0.25
H  -2.007  2.988  3.943  0.24
H  0.084  2.462  5.122  0.24
H  2.186  1.055  5.265  0.25
H  3.563  -0.781  4.301  0.25
H  2.761  -1.944  2.260  0.22
H  -4.384  -2.680  0.641  0.24
N  1.081  0.567  -0.371  -0.89
C  1.404  1.629  0.042  0.72
N  1.790  2.762  0.363  -0.60
C  1.715  3.343  1.548  0.43
N  1.679  3.873  2.574  -0.40
C  -0.245  1.586  -3.288  -0.25
O  -1.164  1.957  -2.235  -0.47
C  -1.894  1.057  -1.626  1.01
O  -2.810  1.311  -0.898  -0.60
H  0.557  0.972  -2.891  0.20
H  0.146  2.527  -3.655  0.22
H  -0.774  1.064  -4.082  0.20

Summary:
- E: -110412.3531 eV
- Largest force on an atom: 0.015 Eh/bohr
- HOMO-LUMO gap: 8.08 eV
- Highest occupied orbital energy: -0.447 Eh
- Energy above the lowest of the compared OMol25 structures with the same formula, charge and spin: 0.0 kcal/mol
- Total charge: +1
- Molar mass: 569.971 g mol⁻¹

---

ORCA calculation (ωB97M-V with the def2-TZVPD basis set) on C20H13Cl2IrN4O4 as an isolated structure at a distorted geometry.

Last column: natural (NBO) charge in e.
Atoms and positions in Å:
Ir  -0.121  -0.347  0.314  1.34
Cl  3.945  3.582  -3.850  0.11
C  2.780  3.109  -2.704  -0.03
C  2.866  1.873  -2.099  -0.25
C  1.886  1.443  -1.195  0.18
N  1.869  0.237  -0.594  -0.51
C  2.849  -0.701  -0.696  0.64
O  3.902  -0.615  -1.290  -0.51
C  2.499  -1.948  0.079  0.11
C  3.328  -3.060  -0.004  -0.18
C  2.984  -4.201  0.703  -0.13
C  1.843  -4.179  1.493  -0.22
C  1.079  -3.023  1.535  0.07
N  1.392  -1.945  0.825  -0.46
C  0.787  2.336  -0.872  0.28
C  0.760  3.608  -1.461  -0.28
C  1.718  3.993  -2.373  -0.01
Cl  1.624  5.523  -3.114  0.11
N  -0.133  1.864  -0.013  -0.56
C  -1.209  2.553  0.469  0.64
O  -1.540  3.683  0.176  -0.51
C  -1.993  1.749  1.475  0.10
C  -3.174  2.271  1.989  -0.18
C  -3.899  1.517  2.896  -0.13
C  -3.404  0.280  3.284  -0.22
C  -2.212  -0.166  2.731  0.09
N  -1.533  0.550  1.844  -0.46
H  3.695  1.216  -2.318  0.28
H  4.212  -3.001  -0.619  0.26
H  3.596  -5.087  0.649  0.24
H  1.546  -5.036  2.077  0.25
H  0.192  -2.961  2.150  0.22
H  -0.036  4.283  -1.191  0.28
H  -3.506  3.237  1.641  0.26
H  -4.835  1.880  3.288  0.24
H  -3.925  -0.335  4.001  0.25
H  -1.811  -1.134  2.992  0.22
C  -3.018  -2.149  -2.160  -0.72
C  -2.048  -1.493  -1.220  0.78
O  -2.067  -1.723  0.010  -0.68
O  -1.171  -0.710  -1.684  -0.67
H  -3.948  -2.372  -1.644  0.24
H  -2.576  -3.088  -2.496  0.25
H  -3.194  -1.512  -3.024  0.25

Summary:
- E: -62977.4730 eV
- Largest force on an atom: 0.108 Eh/bohr
- Spin multiplicity: 2
- HOMO-LUMO gap (spin up / spin down): 4.65 / 4.77 eV
- Highest occupied orbital energy (spin up / spin down): -0.403 / -0.405 Eh
- Energy above the lowest of the compared OMol25 structures with the same formula, charge and spin: 98.5 kcal/mol
- Total charge: +1
- Molar mass: 636.471 g mol⁻¹

---

ORCA calculation (ωB97M-V with the def2-TZVPD basis set) on C20H13Cl2N6O2V as an isolated structure.

Last column: natural (NBO) charge in e.
Atoms and positions in Å:
V  -0.447  -2.332  -0.370  1.17
C  -2.368  -2.376  3.551  0.02
C  -1.509  -2.806  2.557  0.03
N  -1.007  -1.951  1.660  -0.45
C  -1.384  -0.664  1.770  0.14
C  -2.288  -0.264  2.751  0.05
N  -2.776  -1.109  3.640  -0.32
C  -0.716  0.255  0.835  0.16
C  -0.551  1.619  0.996  -0.17
C  0.349  2.303  0.178  0.02
C  1.138  1.562  -0.702  -0.19
C  0.926  0.199  -0.822  0.21
N  -0.062  -0.401  -0.138  -0.49
C  1.781  -0.779  -1.497  0.10
C  2.817  -0.458  -2.375  0.05
N  3.615  -1.372  -2.892  -0.33
C  3.380  -2.640  -2.540  0.01
C  2.334  -2.992  -1.714  0.02
N  1.520  -2.064  -1.183  -0.49
C  0.536  3.766  0.303  -0.04
C  0.740  4.548  -0.829  -0.24
C  0.908  5.916  -0.673  0.05
N  0.892  6.531  0.505  -0.38
C  0.698  5.777  1.582  0.05
C  0.514  4.402  1.538  -0.25
H  -2.756  -3.076  4.279  0.23
H  -1.227  -3.846  2.464  0.22
H  -2.622  0.765  2.801  0.21
H  -1.089  2.152  1.768  0.24
H  1.942  2.043  -1.241  0.24
H  2.987  0.574  -2.659  0.22
H  4.038  -3.397  -2.945  0.23
H  2.126  -4.026  -1.472  0.22
H  0.741  4.117  -1.822  0.22
H  1.056  6.545  -1.543  0.21
H  0.698  6.291  2.536  0.21
H  0.387  3.851  2.460  0.22
Cl  -0.943  -3.028  -2.886  0.10
C  -1.890  -4.189  -1.898  -0.25
Cl  -0.717  -4.900  -0.666  0.04
C  -2.968  -3.390  -1.123  0.73
O  -4.107  -3.754  -1.198  -0.53
O  -2.457  -2.400  -0.463  -0.76
H  -2.242  -5.004  -2.519  0.27

Summary:
- E: -84714.0730 eV
- Largest force on an atom: 0.014 Eh/bohr
- Spin multiplicity: 2
- HOMO-LUMO gap (spin up / spin down): 7.43 / 5.93 eV
- Highest occupied orbital energy (spin up / spin down): -0.430 / -0.373 Eh
- Energy above the lowest of the compared OMol25 structures with the same formula, charge and spin: 0.0 kcal/mol
- Total charge: +1
- Molar mass: 491.214 g mol⁻¹

---

ORCA calculation (ωB97M-V with the def2-TZVPD basis set) on C20H13MoN4S5 as an isolated structure.

Last column: natural (NBO) charge in e.
Atoms and positions in Å:
Mo  -0.672  -0.188  -0.332  0.93
C  3.433  -2.885  0.390  -0.11
C  2.869  -2.776  -0.874  -0.20
C  2.088  -1.671  -1.181  -0.18
C  1.857  -0.708  -0.193  0.09
C  2.430  -0.811  1.085  -0.21
C  3.220  -1.905  1.367  -0.19
N  1.068  0.440  -0.518  -0.39
C  1.519  1.745  -0.757  0.09
C  2.827  2.147  -0.962  -0.19
C  3.029  3.500  -1.207  -0.11
C  1.963  4.406  -1.259  -0.15
C  0.652  3.993  -1.067  -0.16
C  0.457  2.645  -0.806  0.14
N  -0.765  1.967  -0.616  -0.17
N  -1.831  2.592  -0.778  -0.07
C  -2.933  1.742  -0.697  0.29
C  -4.206  2.264  -0.791  -0.17
C  -5.282  1.389  -0.742  -0.06
C  -5.036  0.027  -0.612  -0.20
C  -3.736  -0.428  -0.528  0.08
N  -2.671  0.409  -0.566  -0.50
H  4.070  -3.731  0.616  0.26
H  3.066  -3.526  -1.628  0.26
H  1.686  -1.533  -2.178  0.25
H  2.266  -0.030  1.817  0.25
H  3.697  -1.994  2.334  0.26
H  3.650  1.447  -0.933  0.26
H  4.035  3.863  -1.367  0.26
H  2.167  5.450  -1.454  0.27
H  -0.178  4.684  -1.110  0.27
H  -4.325  3.332  -0.906  0.28
H  -6.296  1.761  -0.812  0.28
H  -5.845  -0.688  -0.581  0.28
H  -3.526  -1.483  -0.432  0.23
S  -0.011  -5.540  4.425  0.52
C  -0.302  -4.396  3.371  -0.67
S  -0.534  -4.668  1.631  0.69
C  -0.785  -3.069  1.165  -0.37
C  -0.712  -2.056  2.277  -0.37
S  -0.923  -0.406  2.025  0.28
S  -0.413  -2.673  3.801  0.72
S  -1.066  -2.639  -0.417  0.24

Summary:
- E: -82914.9461 eV
- Largest force on an atom: 0.012 Eh/bohr
- HOMO-LUMO gap: 5.26 eV
- Highest occupied orbital energy: -0.648 Eh
- Energy above the lowest of the compared OMol25 structures with the same formula, charge and spin: 2.4 kcal/mol
- Total charge: +3
- Molar mass: 565.627 g mol⁻¹